Entry 1:
Density functional theory data (wB97M-V/def2-TZVPD) for C7H11ClN2O3S in the gas phase.

Results
Max |F| in Eh/bohr: 0.126
Spin multiplicity: 3
HOMO (alpha / beta) in eV: -7.278 / -9.312
Total charge: 0
Orbital gap (alpha / beta) in eV: 7.3 / 7.1

Element x y z (Å)
C 0.33173 -0.49142 1.99465
C -0.71919 -0.91793 1.27313
C 0.38620 1.49456 0.72497
C -1.60980 -2.40103 3.13987
C 1.53909 2.72189 -1.95204
C -1.54752 -2.08375 1.66676
C 0.85860 3.37122 -0.70478
N -1.23393 -0.18883 0.30834
N -0.54990 0.93443 -0.05425
O 2.89604 0.04814 1.65975
O 2.17767 -2.26972 2.06309
O 1.01346 2.56026 0.43334
S 1.94330 -0.97901 1.50482
Cl 1.67541 -1.24712 -0.57994
H -2.05536 -3.40369 3.40643
H -2.13932 -1.54464 3.67755
H -0.66470 -2.42528 3.76256
H 1.58804 3.41070 -2.67239
H 2.44973 2.38244 -1.49712
H 1.06008 1.88930 -2.48319
H -2.63016 -1.98261 1.35412
H -1.23947 -2.91878 1.04421
H -0.21944 3.33573 -0.79964
H 1.23861 4.29198 -0.61970
H -1.13941 1.49644 -0.69411

Cartesian forces, eV/Å:
C 3.80 0.07 -0.33
C -3.27 0.55 -0.36
C -0.25 -1.50 0.41
C 0.44 0.22 2.85
C -1.22 -2.31 3.25
C -1.89 -1.11 -0.38
C -3.04 -4.81 -3.11
N -0.07 -0.50 -0.43
N -0.59 1.90 -0.22
O 0.82 0.74 -0.16
O 0.31 -0.37 -0.33
O 1.59 0.73 1.40
S -1.69 -0.30 1.11
Cl 0.33 0.00 0.47
H -0.03 1.24 -0.61
H 0.10 -1.29 -0.69
H -0.36 0.03 -1.36
H 1.03 3.01 -2.63
H 1.01 -0.12 -0.68
H -0.29 -0.14 0.91
H 1.18 0.44 0.04
H 0.47 -0.41 0.16
H -0.40 1.15 -0.66
H 1.34 3.32 1.22
H 0.69 -0.53 0.15

---

Entry 2:
Density functional theory data (wB97M-V/def2-TZVPD) for a molecular structure, C7H11DyI2N2O5S.

Results
Max |F| in Eh/bohr: 0.321
Spin multiplicity: 6
ΔE to the lowest compared entry with this formula, charge and spin in kJ/mol: 1011.9
HOMO (alpha / beta) in eV: 1.238 / 1.293
Total charge: -2
Orbital gap (alpha / beta) in eV: 3.1 / 3.1

Element x y z (Å)
C 3.14484 2.88398 -0.45724
I 3.51222 1.26145 -1.01862
H 2.16169 3.31261 -0.44466
H 3.56467 3.23164 -1.48300
H 3.64074 3.12213 0.47724
C 0.26376 -1.84099 -1.76465
C -1.46120 -0.90116 -0.63484
N -0.59457 -1.96958 -0.67458
H 0.26131 -0.31300 -3.36462
I -3.38536 -0.81075 0.47064
N -1.20951 -0.19635 -1.78365
H 1.03736 -2.56061 -1.96220
Dy -0.88993 0.39567 1.66110
C 1.57849 1.09038 0.06023
O 0.45852 1.22373 0.39893
C -0.11719 -0.74416 -2.44766
C -1.88792 1.03030 -2.16765
H -1.80648 1.15717 -3.25604
H -1.42555 1.90637 -1.68076
H -2.94193 0.98147 -1.87560
C -0.53329 -3.01421 0.33004
H 0.10447 -3.82275 -0.05176
H -1.54035 -3.40140 0.53034
H -0.11036 -2.63911 1.27848
O -0.07873 -0.12388 5.48681
S -0.33942 0.11447 4.09944
O 0.65334 0.99145 3.35092
O -0.37844 -1.14750 3.18736
O -1.68117 0.78263 3.73606

Cartesian forces, eV/Å:
C -1.14 11.33 1.22
I 6.96 -13.36 -6.73
H -1.06 -0.43 0.19
H -0.07 1.84 2.47
H 0.29 0.66 -0.27
C -0.42 -0.35 0.06
C 5.01 1.52 0.29
N 0.00 -0.18 -1.22
H 0.04 -0.13 0.11
I -5.89 -0.78 1.45
N 0.07 -0.60 -0.78
H 0.10 -0.03 -0.12
Dy -3.51 -0.70 -1.49
C -1.27 0.10 2.00
O -0.29 1.92 -2.19
C -0.30 0.10 -0.40
C 0.52 0.12 0.20
H -0.02 -0.08 0.22
H -0.16 -0.23 -0.07
H 0.22 -0.12 0.00
C 0.33 0.21 0.25
H -0.15 0.18 0.08
H 0.18 0.15 -0.08
H -0.19 -0.13 -0.25
O 0.00 -0.05 0.46
S -0.35 0.11 -2.08
O -0.11 -0.55 1.72
O 0.36 0.14 2.64
O 0.86 -0.64 2.31

---

Entry 3:
Density functional theory data (wB97M-V/def2-TZVPD) for a molecular structure, C7H11F4IO2SiTi.

Results
Max |F| in Eh/bohr: 0.116
HOMO in eV: -15.159
Total charge: +2
Orbital gap in eV: 2.7

Element x y z (Å)
O 2.77495 2.67972 0.25302
C 1.53903 2.61038 0.47427
I 0.75841 2.80805 2.51315
C 0.46901 2.34045 -0.71040
Si 0.56345 0.46424 -1.22890
C -1.24952 -0.13777 -1.44332
C -1.85158 -0.95737 -0.18779
C -2.52084 0.06402 0.85190
F -2.56278 -0.44221 2.19454
C 1.58256 -0.49144 0.07570
O 1.53911 -1.94071 -0.05536
C 2.41791 -2.58508 0.84425
F 3.79093 -2.49885 0.45308
F 2.12390 -3.98119 0.93177
F 2.33531 -2.09556 2.18119
H -0.57100 2.50278 -0.26428
H 0.71144 3.00610 -1.60856
H 1.21990 0.46833 -2.55062
H -1.90142 0.81861 -1.62191
H -1.40688 -0.81138 -2.37297
H -2.67316 -1.66217 -0.62558
H -1.00616 -1.59061 0.25067
H -3.64779 0.26844 0.57749
H -1.98860 1.09384 0.82114
H 2.69038 -0.18087 -0.08383
H 1.30876 -0.10013 1.12316
Ti -4.44530 0.35040 -0.79184

Cartesian forces, eV/Å:
O -5.85 -0.41 1.06
C 4.20 0.28 -2.18
I 0.12 -0.21 -0.93
C 0.27 0.03 1.47
Si 1.16 1.02 -0.13
C -2.33 -0.93 -0.29
C -0.78 0.88 -0.96
C 2.55 -0.69 1.75
F -0.37 1.30 -3.44
C 1.42 0.79 0.73
O 1.06 -0.62 2.06
C 1.52 -2.02 1.31
F -3.78 0.17 0.87
F 0.42 4.05 -0.66
F 0.04 -0.81 -3.43
H 1.38 0.29 -0.76
H -0.42 -0.84 1.37
H -0.26 -0.32 0.03
H 0.69 -0.94 0.07
H 0.53 1.19 1.41
H 1.01 0.46 0.87
H -1.51 0.61 -0.06
H 1.38 -0.19 2.89
H -0.91 -1.57 0.42
H -1.78 -0.13 0.17
H 0.33 -0.93 -1.28
Ti -0.11 -0.45 -2.37

---

> What is the max |F| in the second record?

0.321 Eh/bohr